# 1
The following is a DFT calculation (ωB97M-V/def2-TZVPD) of a molecular structure, C15H37Cl2GeP2S4Ti.

Cartesian coordinates (Å):
1 Ti 0.45754 0.13414 1.93516
2 S -0.02271 -2.01479 2.74116
3 S -0.93131 -0.58253 3.89093
4 S -2.67410 -0.09971 2.90572
5 S -1.77377 0.70501 1.23889
6 C 3.01961 2.17835 -0.04139
7 P 1.22773 2.13116 0.29001
8 C 0.49826 2.39788 -1.35577
9 C 0.88680 3.76377 1.06079
10 C 1.26001 3.79815 2.54058
11 P 0.36213 2.46394 3.41323
12 C -1.29933 3.15366 3.67241
13 C 1.08362 2.49086 5.08775
14 H 3.29527 3.09562 -0.56262
15 H 3.28887 1.32212 -0.65986
16 H 3.57655 2.11378 0.89386
17 H 0.94167 3.27951 -1.82076
18 H -0.57498 2.55581 -1.24950
19 H 0.66487 1.53397 -1.99647
20 H -0.18360 3.94476 0.93119
21 H 1.40933 4.54111 0.49973
22 H 1.05055 4.77622 2.97860
23 H 2.32892 3.60647 2.67383
24 H -1.23320 4.11353 4.18538
25 H -1.89543 2.46720 4.27285
26 H -1.80001 3.27826 2.71402
27 H 0.88404 3.44274 5.58026
28 H 2.16329 2.35080 5.03416
29 H 0.65685 1.68855 5.69011
30 Cl 2.90405 0.16543 3.53346
31 C 3.46339 -1.23910 2.60632
32 Cl 2.72141 -1.16334 0.99464
33 H 3.11739 -2.13670 3.10353
34 H 4.54048 -1.19430 2.50799
35 C -1.80577 -0.27733 -5.69552
36 C -2.20155 -0.07734 -4.23709
37 C -1.14527 -0.59812 -3.26623
38 C -1.50493 -0.33567 -1.80369
39 Ge -0.06989 -0.94683 -0.61022
40 C -0.07012 -2.92380 -0.55025
41 C -1.45113 -3.53440 -0.79117
42 C -1.41286 -5.05559 -0.95357
43 C -0.79649 -5.50583 -2.27417
44 H -2.57873 0.08958 -6.37076
45 H -1.64524 -1.33506 -5.91426
46 H -0.87949 0.25390 -5.92501
47 H -3.15048 -0.58345 -4.03632
48 H -2.37506 0.98507 -4.03845
49 H -0.17773 -0.14257 -3.50919
50 H -1.01209 -1.67407 -3.42967
51 H -2.40668 -0.88347 -1.51973
52 H -1.72945 0.71816 -1.63935
53 H 1.26485 -0.54713 -1.34216
54 H 0.31247 -3.26725 0.41068
55 H 0.64992 -3.24011 -1.30910
56 H -1.91235 -3.09886 -1.68312
57 H -2.10503 -3.27573 0.04802
58 H -2.43127 -5.44386 -0.88088
59 H -0.85839 -5.49138 -0.11644
60 H -1.34860 -5.08903 -3.11989
61 H -0.81725 -6.59170 -2.36607
62 H 0.24444 -5.19048 -2.36659

Output
Net charge: +1
ΔE to the lowest compared entry with this formula, charge and spin in kJ/mol: 0.0
Frontier orbital gap (alpha / beta) in eV: 6.9 / 6.9
Multiplicity: 1

Atom charges from the Mulliken analysis, given in e for atoms 1 to 5: -0.009 -0.188 -0.166 -0.069 -0.141


# 2
The following is a DFT calculation (ωB97M-V/def2-TZVPD) of a molecular structure, C15H37N2NiO9S.

Cartesian coordinates (Å):
1 Ni -0.51969 0.45120 0.45147
2 S -3.74425 3.09524 4.51180
3 O -3.07176 2.53049 3.33972
4 O -3.37194 4.46641 4.63682
5 O -5.20685 2.86756 4.41135
6 O -3.37920 2.43666 5.78641
7 C 2.75667 -4.11047 -4.65884
8 C 3.25416 -2.71189 -4.26389
9 C 3.43108 -1.77868 -5.44926
10 O 2.32862 -2.13856 -3.35760
11 H 2.68165 -4.87306 -3.88363
12 H 3.34220 -4.58081 -5.44880
13 H 1.78144 -4.00487 -5.13409
14 H 4.25064 -2.85033 -3.84443
15 H 3.27472 -0.72593 -5.21395
16 H 2.70154 -2.03336 -6.21803
17 H 4.44209 -1.76534 -5.85642
18 C 1.56095 2.94280 2.52736
19 O 1.52812 3.05972 1.10598
20 C 1.72839 4.50791 0.71260
21 C 1.73296 4.43476 -0.76283
22 N 0.41967 4.24485 -1.37457
23 C -0.38935 5.39849 -1.29290
24 C -1.18730 5.68124 -2.52486
25 O -0.39956 5.78292 -3.78285
26 C -1.18074 5.74287 -4.98102
27 H 0.84624 3.43554 3.18652
28 H 2.49940 3.37237 2.87790
29 H 1.58319 1.86367 2.67924
30 H 2.62907 4.88621 1.19609
31 H 1.01678 5.19317 1.17317
32 H 2.28019 3.63866 -1.26767
33 H 2.15035 5.30497 -1.26940
34 H 0.43761 4.11926 -2.37657
35 H 0.25638 6.27044 -1.18880
36 H -1.23430 5.30316 -0.61094
37 H -1.67984 6.63943 -2.35941
38 H -1.93239 4.88660 -2.56345
39 H -1.54185 4.71730 -4.90424
40 H -0.48093 5.91837 -5.79807
41 H -1.88699 6.57240 -5.01583
42 C 1.02841 -5.01326 5.72891
43 O 0.85522 -4.56909 4.45606
44 C 0.39279 -5.49168 3.48493
45 C 0.12721 -4.62796 2.30393
46 N -0.67005 -3.43040 2.54401
47 C -2.14132 -3.60459 2.43608
48 C -2.68557 -3.64567 1.07465
49 O -2.25792 -2.45746 0.34097
50 C -2.73861 -2.44010 -1.10382
51 H 1.22265 -4.21942 6.45015
52 H 1.91484 -5.64510 5.78488
53 H 0.20985 -5.61475 6.12423
54 H -0.54752 -5.89739 3.85820
55 H 1.18432 -6.21694 3.29632
56 H -0.20687 -5.18224 1.42685
57 H 1.11016 -4.25338 2.01826
58 H -0.53337 -3.11096 3.49236
59 H -2.63243 -2.78209 2.95609
60 H -2.55685 -4.38869 3.06902
61 H -3.77366 -3.70618 1.05205
62 H -2.27378 -4.53084 0.58987
63 H -3.79009 -2.15600 -1.14585
64 H -2.66442 -3.41652 -1.58257
65 H -2.27996 -1.79073 -1.84951

Output
Net charge: -1
ΔE to the lowest compared entry with this formula, charge and spin in kJ/mol: 1037.7
Frontier orbital gap (alpha / beta) in eV: 2.6 / 2.6
Multiplicity: 3

Atom charges from the Mulliken analysis, given in e for atoms 1 to 5: 0.817 1.262 -0.624 -0.619 -0.530


# 3
The following is a DFT calculation (ωB97M-V/def2-TZVPD) of 4 unconnected molecules or ions with the total composition C15H37NO4S3.

Cartesian coordinates (Å):
1 C 4.11522 -0.09923 -2.47318
2 S 2.75648 -1.19016 -1.75517
3 O 2.42718 -0.73895 -0.37353
4 C 1.27049 -0.55558 -2.67565
5 H 4.48521 -0.53866 -3.39952
6 H 4.94737 0.02686 -1.78057
7 H 3.85316 0.95079 -2.60308
8 H 0.38472 -0.90545 -2.14546
9 H 1.24442 -0.78367 -3.74120
10 H 1.19420 0.51420 -2.48106
11 C 5.15361 0.35209 1.58653
12 S 4.09740 -0.04591 3.00382
13 O 4.97106 0.35963 4.18827
14 C 2.82245 1.24038 2.63779
15 H 4.90968 1.28311 1.07487
16 H 4.85988 -0.31888 0.77929
17 H 6.18952 0.40896 1.92086
18 H 1.98009 1.40050 3.31076
19 H 2.54372 1.17700 1.58593
20 H 3.20698 2.25385 2.75241
21 C 4.40108 -0.03181 -8.02257
22 S 4.14264 0.36432 -6.19549
23 O 5.20601 1.41975 -5.77653
24 C 2.55459 1.27073 -6.49404
25 H 5.46802 -0.22512 -8.13377
26 H 4.15922 0.85832 -8.60333
27 H 3.75367 -0.79756 -8.44986
28 H 2.34241 1.80631 -5.56871
29 H 1.72719 0.65749 -6.85104
30 H 2.67012 1.98075 -7.31296
31 C -2.44780 1.38024 1.45445
32 C -2.44374 -0.23847 1.57448
33 C -1.68347 -0.73704 2.84701
34 C -2.40197 -0.52790 4.25247
35 C -3.79676 -1.06630 4.14731
36 C -4.59836 -0.75485 2.76795
37 N -3.75624 -0.90778 1.54816
38 O -4.58185 -0.47878 0.48975
39 C -5.79028 -1.76402 2.85361
40 C -5.11830 0.62335 3.03713
41 C -1.65969 -0.79508 0.37228
42 H -2.53902 1.89961 2.40840
43 H -3.20076 1.85960 0.82885
44 H -1.45180 1.60959 1.07567
45 H -1.48058 -1.79704 2.69421
46 H -0.73377 -0.20216 2.83884
47 H -2.40153 0.55636 4.36411
48 H -1.94652 -1.03178 5.10497
49 H -4.27366 -0.65827 5.03849
50 H -3.85084 -2.14940 4.03742
51 H -5.48986 -2.71937 2.42333
52 H -6.19724 -1.88342 3.85772
53 H -6.59390 -1.35376 2.24207
54 H -5.58821 1.04846 2.15024
55 H -5.88137 0.75016 3.80508
56 H -4.45302 1.37182 3.46758
57 H -2.15015 -0.34199 -0.48928
58 H -1.97205 -1.83826 0.32424
59 H -0.58411 -0.62007 0.39672
60 H -4.77096 -1.32750 0.08291

Output
Net charge: -1
Frontier orbital gap (alpha / beta) in eV: 1.6 / 8.7
Multiplicity: 2

Atom charges from the Mulliken analysis, given in e for atoms 1 to 5: -1.322 0.554 -0.592 -0.861 0.392


# 4
The following is a DFT calculation (ωB97M-V/def2-TZVPD) of a molecular structure, C15H38AlCl2O3P2.

Cartesian coordinates (Å):
1 Al -0.86774 -0.37267 1.82337
2 Cl -0.50355 0.80625 -0.13831
3 Cl 1.33352 -0.65184 2.65905
4 H -1.01293 -1.80865 1.29993
5 H -2.39545 -0.28975 1.34678
6 P 1.70049 0.45111 -3.58536
7 C 0.89136 1.95194 -4.41497
8 C 3.53573 0.70091 -3.88830
9 C 1.17987 -0.93321 -4.76189
10 C 0.48794 2.96506 -3.34778
11 H -0.03072 1.52969 -4.82409
12 C 1.63693 2.63030 -5.55527
13 H 2.54844 3.11543 -5.21235
14 H 1.01266 3.40758 -6.00015
15 H 1.91078 1.94069 -6.34885
16 H -0.10923 2.50168 -2.56529
17 H -0.09599 3.77620 -3.78721
18 H 1.35865 3.41226 -2.86997
19 H 0.11647 -0.71613 -4.90131
20 C 1.26197 -2.28276 -4.05496
21 C 1.82725 -0.98197 -6.13720
22 H 1.66701 -0.06792 -6.70212
23 H 1.40905 -1.80253 -6.72392
24 H 2.90087 -1.14935 -6.07545
25 H 0.75370 -2.25698 -3.09314
26 H 2.29049 -2.58658 -3.87320
27 H 0.79702 -3.06009 -4.66404
28 C 4.02103 1.86376 -3.02952
29 H 3.70856 0.93924 -4.93910
30 C 4.31600 -0.55836 -3.53494
31 H 3.53318 2.80267 -3.27699
32 H 5.09474 2.00883 -3.16013
33 H 3.83779 1.66678 -1.97352
34 H 4.08588 -0.89291 -2.52325
35 H 5.38836 -0.36163 -3.58133
36 H 4.10844 -1.38180 -4.21220
37 C -0.06060 -1.59719 7.00017
38 C 0.08591 -1.55877 5.48132
39 O -1.16101 -1.76559 4.83455
40 P -1.72614 -0.27624 4.09302
41 O -2.36547 -0.07792 5.73627
42 C -3.65839 -0.62015 5.96352
43 C -3.68619 -2.13728 6.09192
44 O -2.26669 1.19275 3.26128
45 C -3.65206 1.44014 3.40071
46 C -4.56153 0.41113 2.70604
47 H -0.67861 -0.75128 7.36267
48 H 0.94172 -1.50499 7.46949
49 H -0.52098 -2.55326 7.32263
50 H 0.58054 -0.59892 5.21711
51 H 0.77041 -2.37642 5.17089
52 H -3.99979 -0.20572 6.93643
53 H -4.41536 -0.29644 5.24122
54 H -2.97246 -2.47242 6.87172
55 H -4.70913 -2.45454 6.38728
56 H -3.45167 -2.61686 5.12057
57 H -3.90396 1.60979 4.46261
58 H -3.86121 2.41691 2.91670
59 H -4.39139 -0.62061 3.07559
60 H -5.62267 0.67761 2.89400
61 H -4.41183 0.42103 1.60928

Output
Net charge: -1
ΔE to the lowest compared entry with this formula, charge and spin in kJ/mol: 617.1
Frontier orbital gap in eV: 4.8
Multiplicity: 1

Atom charges from the Mulliken analysis, given in e for atoms 1 to 5: 0.237 -0.379 -0.481 -0.314 -0.209


| no. | electronic energy (a.u.) |
| --- | --- |
| 1 | -6715.8291 |
| 2 | -3286.4793 |
| 3 | -2143.7469 |
| 4 | -2665.5447 |